Entry 1:
66
Properties=species:S:1:pos:R:3 method="wB97M-V/def2-TZVPD" gap_ev=5.210 charge=-1
C -2.64 -1.49 1.21
C -1.46 -1.83 2.02
C -0.13 -1.48 1.52
C -0.02 -0.81 0.21
P 1.80 -0.43 -0.39
C 1.85 -2.25 -1.04
C 1.06 -2.64 -2.21
C 1.20 -4.06 -2.52
C 2.05 -4.89 -1.72
N 2.85 -4.58 -0.65
C 2.68 -3.24 -0.40
C -1.19 -0.46 -0.59
C -2.52 -0.80 -0.06
H -3.62 -1.81 1.64
H -1.52 -2.35 3.00
H 0.75 -1.75 2.15
H 2.29 -0.81 0.93
H 3.17 -0.18 -0.86
H 1.24 -0.06 -1.70
H 1.65 0.95 -0.01
H 0.43 -1.90 -2.75
H 0.65 -4.50 -3.38
H 2.08 -5.98 -2.00
H 3.28 -2.86 0.47
H -1.13 0.06 -1.58
H -3.48 -0.57 -0.59
C -3.20 1.50 -4.47
S -1.60 2.31 -4.29
O -0.89 1.64 -3.16
C -2.26 3.87 -3.66
H -3.03 0.48 -4.82
H -3.72 1.47 -3.51
H -3.80 2.04 -5.20
H -2.83 3.68 -2.75
H -2.89 4.33 -4.42
H -1.42 4.53 -3.43
C -6.56 3.68 -0.37
S -5.08 2.68 -0.07
O -4.38 2.53 -1.38
C -5.96 1.14 0.26
H -6.25 4.68 -0.64
H -7.14 3.24 -1.19
H -7.16 3.71 0.54
H -6.57 0.87 -0.60
H -6.58 1.27 1.15
H -5.22 0.36 0.44
C 2.51 -3.00 6.70
S 3.53 -2.73 5.24
O 3.00 -1.53 4.54
C 2.94 -4.17 4.33
H 2.69 -2.18 7.40
H 1.46 -3.02 6.42
H 2.79 -3.94 7.17
H 1.86 -4.12 4.20
H 3.21 -5.08 4.88
H 3.42 -4.19 3.36
C 4.33 4.64 0.17
S 3.92 3.25 -0.91
O 3.05 2.32 -0.14
C 5.58 2.53 -0.92
H 3.42 5.21 0.35
H 4.72 4.26 1.12
H 5.07 5.27 -0.31
H 5.89 2.30 0.10
H 6.28 3.24 -1.37
H 5.55 1.62 -1.51

=====

Entry 2:
13
Properties=species:S:1:pos:R:3 method="wB97M-V/def2-TZVPD" gap_ev="7.165 / 9.915" charge=+3 spin_multiplicity=2
C 0.28 1.49 0.19
C -0.26 0.16 0.66
C -0.57 -1.25 0.54
O -0.51 -2.11 -0.39
Sc -1.35 -2.79 -2.09
H -0.45 2.10 -0.36
H -0.32 0.29 1.76
H 0.81 2.03 0.98
H -1.40 -0.08 -0.05
C 1.17 0.66 -0.66
H 1.00 0.69 -1.74
H 2.22 0.55 -0.39
H -0.62 -1.75 1.54

=====

Entry 3:
44
Properties=species:S:1:pos:R:3 method="wB97M-V/def2-TZVPD" gap_ev=9.031 relative_energy_kcal_mol=23.6
C 0.67 5.52 -0.40
O 1.02 4.58 0.57
C 1.60 3.41 0.17
C 1.90 3.08 -1.14
C 2.49 1.86 -1.43
C 2.82 0.96 -0.43
C 3.39 -0.39 -0.76
C 2.26 -1.40 -0.94
N 1.53 -1.55 0.30
C 0.18 -2.07 0.19
C -0.30 -2.58 1.55
C -1.68 -3.21 1.41
C -2.65 -2.32 0.70
C -4.01 -2.57 0.81
C -4.94 -1.79 0.15
C -4.51 -0.74 -0.65
C -3.15 -0.48 -0.76
C -2.21 -1.27 -0.10
C -0.75 -0.94 -0.25
C 2.52 1.30 0.89
C 1.93 2.51 1.19
H 0.22 6.35 0.14
H -0.07 5.12 -1.11
H 1.54 5.88 -0.96
H 1.67 3.75 -1.96
H 2.71 1.61 -2.46
H 4.05 -0.73 0.05
H 3.98 -0.34 -1.68
H 1.57 -1.02 -1.70
H 2.67 -2.36 -1.31
H 2.07 -2.12 0.95
H 0.11 -2.90 -0.54
H -0.34 -1.73 2.24
H 0.41 -3.31 1.95
H -2.07 -3.47 2.40
H -1.59 -4.15 0.85
H -4.35 -3.39 1.43
H -6.00 -1.99 0.25
H -5.22 -0.12 -1.17
H -2.81 0.33 -1.38
H -0.56 -0.67 -1.29
H -0.51 -0.06 0.35
H 2.75 0.61 1.68
H 1.69 2.78 2.20

=====

Entry 4:
19
Properties=species:S:1:pos:R:3 method="wB97M-V/def2-TZVPD" gap_ev=9.957 relative_energy_kcal_mol=28.8
N -1.13 -2.07 1.25
C -0.79 -1.42 0.05
C -0.16 -0.02 0.23
N 1.00 -0.02 1.16
C 0.23 0.51 -1.14
C 0.48 2.01 -1.16
O 1.19 2.52 -0.05
H -0.56 -2.82 1.58
H -2.11 -2.17 1.40
H -1.69 -1.24 -0.54
H -0.13 -2.03 -0.58
H -0.92 0.62 0.68
H 1.36 -0.97 1.25
H 0.64 0.19 2.07
H 1.14 0.02 -1.50
H -0.54 0.28 -1.89
H -0.47 2.56 -1.24
H 1.04 2.27 -2.07
H 1.42 1.77 0.51

=====

Entry 5:
21
Properties=species:S:1:pos:R:3 method="wB97M-V/def2-TZVPD" gap_ev="7.982 / 7.534" relative_energy_kcal_mol=95.7 spin_multiplicity=2
Li -1.04 1.63 -0.36
O -1.14 1.01 1.60
O -1.79 -1.13 1.27
C -2.93 -0.83 0.40
C -2.50 -0.80 -1.06
O -1.59 0.19 -1.33
C -1.05 -0.19 1.72
H -3.65 -1.64 0.60
H -3.35 0.13 0.73
H -3.45 -0.68 -1.63
H -2.12 -1.81 -1.32
Cu 0.24 -0.01 -1.91
O 0.88 1.61 -0.71
O 1.58 -0.38 -0.20
C 2.15 -1.28 0.65
C 1.38 -2.07 1.43
O 2.50 1.42 0.85
C 1.71 1.01 0.03
H 3.24 -1.23 0.69
H 1.55 -3.15 1.42
H 0.89 -1.69 2.32

=====

Entry 6:
9
Properties=species:S:1:pos:R:3 method="wB97M-V/def2-TZVPD" gap_ev=10.955 relative_energy_kcal_mol=72.1
O -1.31 0.17 -1.38
C -1.50 -0.38 -0.34
C 0.29 1.93 1.01
N 0.88 1.03 0.53
C 1.38 -0.12 -0.03
N 0.71 -1.20 -0.16
O -0.59 -1.09 0.38
H -2.43 -0.39 0.24
H 2.40 -0.09 -0.39

=====

Entry 7:
79
Properties=species:S:1:pos:R:3 method="wB97M-V/def2-TZVPD" gap_ev="5.145 / 5.145" charge=-1 relative_energy_kcal_mol=293.8
W -1.37 -0.33 1.18
C 1.00 2.69 0.18
C 0.42 2.48 1.53
N -0.40 1.51 1.92
C -0.74 1.78 3.22
C -0.12 2.91 3.64
N 0.60 3.34 2.55
C -0.10 3.68 4.91
O -0.83 3.21 5.90
O 0.56 4.69 4.98
C -1.62 0.81 3.90
O -1.99 0.97 5.05
O -1.89 -0.21 3.15
H 0.31 2.33 -0.57
H 1.94 2.15 0.07
H 1.19 3.76 0.02
H 1.16 4.17 2.56
H -1.31 2.37 5.66
O -2.03 0.67 -0.25
N -3.04 0.82 0.86
N -3.80 -0.31 0.76
O -2.98 -1.38 0.95
C -5.18 -0.41 0.80
C -5.96 0.73 0.61
C -7.34 0.62 0.65
C -7.95 -0.61 0.87
C -7.16 -1.73 1.05
C -5.78 -1.65 1.02
H -5.48 1.68 0.44
H -7.94 1.51 0.50
H -9.03 -0.69 0.89
H -7.62 -2.70 1.22
H -5.15 -2.52 1.16
Cl 0.36 -1.99 2.23
S -0.97 -1.77 -2.19
C -1.22 -0.80 -3.52
N -1.41 -0.12 -4.45
C 0.63 1.92 -6.49
C 1.55 0.95 -5.82
C 2.30 0.07 -6.60
C 3.12 -0.88 -6.01
C 3.20 -0.97 -4.63
C 2.46 -0.09 -3.84
N 2.49 -0.12 -2.42
C 3.34 -0.85 -1.65
C 4.68 -1.09 -2.03
C 5.52 -1.84 -1.24
C 5.10 -2.37 -0.01
C 3.83 -2.09 0.42
C 2.94 -1.33 -0.36
C 1.70 -0.99 0.29
O -0.74 -2.17 0.91
O 0.87 -0.15 0.06
C 1.64 0.88 -4.43
C 0.85 1.80 -3.54
H 0.66 1.80 -7.57
H 0.90 2.96 -6.26
H -0.39 1.75 -6.15
H 2.23 0.12 -7.68
H 3.68 -1.58 -6.62
H 3.79 -1.75 -4.17
H 1.59 0.06 -2.01
H 5.04 -0.67 -2.95
H 6.54 -2.00 -1.57
H 5.78 -2.95 0.60
H 3.48 -2.41 1.39
H 1.50 2.27 -2.80
H 0.05 1.25 -3.03
H 0.36 2.59 -4.12
N 1.61 -1.55 3.70
C 1.79 -2.06 5.03
C 0.76 -2.95 5.68
O 0.97 -3.41 6.78
O -0.38 -3.25 5.04
H 2.27 -0.83 3.45
H -0.47 -2.76 4.19
H 1.05 -3.11 2.13
H 1.86 -1.24 5.76
H 2.72 -2.64 5.15

=====

Entry 8:
12
Properties=species:S:1:pos:R:3 method="wB97M-V/def2-TZVPD" gap_ev=9.221 relative_energy_kcal_mol=124.9
N 1.17 0.10 1.35
C 0.21 0.05 -1.14
C -0.91 -0.94 -1.24
O -1.60 -0.22 -0.15
C -0.46 0.57 -0.11
N -0.02 1.25 1.02
H 1.86 0.73 0.97
H 1.58 -0.16 2.27
H 1.19 0.16 -1.57
H -1.48 -0.94 -2.16
H -0.70 -1.96 -0.88
H -0.84 1.36 1.64

=====

Entry 9:
41
Properties=species:S:1:pos:R:3 method="wB97M-V/def2-TZVPD" gap_ev=7.493 charge=-1
C 1.35 0.62 -0.59
C 2.48 0.35 -1.64
Cl 4.16 0.00 -1.00
C 2.22 0.38 -3.01
Cl 3.66 0.09 -4.11
S 0.58 0.68 -3.79
O 0.87 0.80 -5.27
O -0.30 -0.55 -3.62
N -0.15 2.12 -3.28
S -1.86 1.92 -3.16
O -2.45 1.38 -4.42
O -2.40 3.32 -2.94
C -2.27 0.95 -1.65
C -3.71 0.26 -1.66
C -3.48 -1.29 -1.93
O -4.67 0.86 -2.54
H 0.36 0.92 -1.04
H 1.66 1.48 0.09
H 1.19 -0.31 0.04
H -2.22 1.67 -0.76
H -1.50 0.13 -1.53
H -4.15 0.33 -0.60
H -2.70 -1.37 -2.75
H -3.05 -1.77 -0.99
H -4.43 -1.83 -2.25
H -4.75 1.80 -2.30
C 1.87 -1.48 4.91
C 2.57 -0.19 4.48
C 2.50 -0.12 2.95
S 1.02 -1.01 2.47
O 1.42 -2.18 1.73
O 0.04 -0.08 1.98
C 0.56 -1.52 4.12
H 1.69 -1.50 5.98
H 2.49 -2.34 4.65
H 2.06 0.67 4.91
H 3.61 -0.16 4.82
H 2.43 0.91 2.60
H 3.36 -0.61 2.48
H 0.11 -2.51 4.09
H -0.15 -0.79 4.51

=====

Entry 10:
121
Properties=species:S:1:pos:R:3 method="wB97M-V/def2-TZVPD" gap_ev=5.133 charge=+1
C 3.04 1.04 2.14
C 3.67 0.62 0.68
C 5.08 1.42 0.26
C 5.87 1.14 -1.17
C 5.23 -0.01 -2.15
C 3.83 -0.82 -1.71
C 3.00 -0.53 -0.33
C 1.59 -1.26 0.13
C 0.95 -2.28 -1.00
C 1.34 -3.80 -0.41
C 1.32 -4.97 -1.55
C 1.21 -6.49 -0.92
C 2.51 -6.70 0.08
O 2.29 -7.21 1.31
O 3.91 -6.39 -0.33
N 0.61 -4.12 0.88
C -0.85 -3.79 0.87
C -1.32 -3.75 2.47
C -1.33 -5.22 3.19
O -0.22 -5.22 4.18
C -2.73 -5.32 4.09
F -2.88 -4.12 4.98
F -3.85 -5.24 3.11
F -2.74 -6.56 4.91
C -1.28 -2.34 0.24
C -2.91 -2.48 -0.09
C -3.78 -1.16 0.36
C -4.70 -0.73 -0.95
C -6.10 -1.64 -1.06
C -5.23 0.85 -0.88
N -0.55 -2.26 -1.12
N -1.09 -1.34 -1.99
C -0.98 -1.72 -3.45
O -1.81 -1.07 -4.32
F -0.11 -2.76 -4.05
C -0.86 0.09 -1.69
O -0.18 0.83 -2.60
F -1.25 0.84 -0.45
H 3.51 2.08 2.47
H 1.87 1.01 2.20
H 3.45 0.26 2.95
H 5.59 2.23 0.97
H 6.83 1.69 -1.53
H 5.73 -0.28 -3.19
H 3.47 -1.63 -2.48
H 0.86 -0.38 0.45
H 1.85 -1.81 1.16
H 1.40 -2.16 -2.07
H 2.49 -3.68 -0.10
H 0.49 -4.78 -2.36
H 2.36 -4.89 -2.13
H 0.17 -6.56 -0.36
H 1.28 -7.24 -1.84
H 4.20 -7.25 -0.82
H 1.12 -3.78 1.73
H -1.50 -4.61 0.29
H -2.38 -3.20 2.56
H -0.54 -3.05 3.01
H -1.23 -6.12 2.42
H 0.53 -5.81 3.87
H -1.07 -1.41 0.92
H -3.32 -3.38 0.58
H -3.11 -2.83 -1.21
H -3.16 -0.29 0.83
H -4.56 -1.50 1.20
H -4.14 -0.93 -1.98
H -5.93 -2.76 -0.75
H -6.51 -1.66 -2.18
H -6.98 -1.14 -0.42
H -6.27 0.93 -0.30
H -4.42 1.59 -0.48
H -5.49 1.12 -2.01
H -0.80 -3.20 -1.56
C 12.31 5.01 0.33
O 12.18 3.66 -0.10
C 12.68 2.71 0.85
C 11.52 1.93 1.50
N 10.74 2.79 2.40
C 9.46 2.21 2.81
C 8.43 1.87 1.71
O 7.88 3.01 1.06
C 8.69 3.55 0.03
H 12.12 5.66 -0.53
H 11.57 5.24 1.10
H 13.31 5.21 0.70
H 13.33 3.17 1.60
H 13.29 2.00 0.28
H 11.93 1.09 2.07
H 10.90 1.53 0.70
H 10.55 3.67 1.93
H 8.99 2.93 3.49
H 9.65 1.31 3.41
H 7.59 1.37 2.20
H 8.81 1.15 0.98
H 9.25 2.78 -0.51
H 9.36 4.31 0.43
H 8.04 4.06 -0.69
C -10.14 4.41 -3.99
O -10.21 5.37 -2.94
C -11.43 5.29 -2.18
C -11.17 4.72 -0.78
N -10.82 3.30 -0.83
C -10.26 2.77 0.42
C -8.96 3.40 0.95
O -7.81 3.13 0.15
C -7.67 3.98 -0.99
H -9.30 4.69 -4.64
H -9.94 3.41 -3.59
H -11.05 4.40 -4.59
H -12.21 4.72 -2.71
H -11.79 6.32 -2.08
H -12.06 4.85 -0.16
H -10.36 5.31 -0.34
H -10.13 3.15 -1.57
H -10.07 1.70 0.25
H -11.03 2.83 1.20
H -8.75 2.94 1.92
H -9.06 4.48 1.14
H -8.03 5.00 -0.80
H -8.17 3.54 -1.85
H -6.61 4.04 -1.24

=====

Entry 11:
13
Properties=species:S:1:pos:R:3 method="wB97M-V/def2-TZVPD" gap_ev="7.553 / 7.796" charge=+2 relative_energy_kcal_mol=0.0 spin_multiplicity=6
O -1.40 -1.99 0.19
C -1.46 -0.86 0.65
C -0.50 0.23 0.44
C -0.84 1.40 1.05
H -2.31 -0.61 1.32
H -0.30 2.33 0.84
H -1.68 1.45 1.75
O 0.77 -0.86 -1.39
C 0.70 0.08 -0.37
Li -0.19 -2.43 -1.18
C 1.86 0.92 -0.22
O 2.91 0.85 -0.92
Co 2.44 -0.52 -2.16